No. 1
# C6H6O5SZn

C6H6O5SZn as an isolated structure (ωB97M-V/def2-TZVPD, the Open Molecules 2025 dataset).

Summary:
**Net charge**: +2
**E_tot**: -2785.24357 Eh

Geometry (Å):
Zn 0.02 0.18 -0.19
O 0.03 3.74 -1.95
C 0.01 2.68 -1.56
C 1.74 -0.88 0.53
O 2.75 -1.43 0.77
C -1.76 -0.84 0.52
O -2.77 -1.36 0.75
C 0.00 -0.90 -1.79
O 0.00 -1.52 -2.76
C -0.23 0.99 3.20
S -0.82 2.17 2.03
C 0.10 3.62 2.35
O 0.09 1.82 0.74
H -0.55 1.42 4.15
H 0.83 0.99 3.07
H -0.66 0.01 3.02
H 1.12 3.29 2.29
H -0.12 4.34 1.58
H -0.23 3.91 3.32

---

No. 2
# C32H32IInN5O5

C32H32IInN5O5 as an isolated structure (ωB97M-V/def2-TZVPD, the Open Molecules 2025 dataset).

Summary:
**Net charge**: -1
**E_tot**: -2376.51807 Eh

Geometry (Å):
In -0.36 -0.45 1.32
C -3.10 0.10 -1.04
N -2.79 -0.74 0.11
C -3.63 -0.37 1.25
C -2.94 -2.16 -0.23
C -1.68 -2.99 -0.07
C -1.71 -4.30 -0.55
C -0.64 -5.15 -0.34
C 0.46 -4.71 0.40
C 0.48 -3.41 0.87
C -0.56 -2.53 0.60
H -4.14 -0.02 -1.38
H -2.43 -0.14 -1.87
H -2.94 1.15 -0.77
H -4.68 -0.66 1.09
H -3.59 0.70 1.41
H -3.26 -0.87 2.15
H -3.31 -2.27 -1.25
H -3.69 -2.61 0.43
H -2.59 -4.65 -1.08
H -0.66 -6.16 -0.74
H 1.28 -5.39 0.60
H 1.32 -3.07 1.46
C 1.44 4.64 -1.60
C 1.94 3.31 -1.03
C 1.77 2.15 -2.00
C 2.61 2.12 -3.11
C 2.60 1.07 -4.00
C 1.74 0.01 -3.78
C 0.88 -0.01 -2.69
C -0.11 -1.14 -2.54
C -1.06 -1.26 -3.73
C 0.88 1.08 -1.80
N 0.02 1.07 -0.68
C -0.81 2.05 -0.54
C -1.56 2.26 0.64
C -2.38 3.34 1.00
C -2.75 3.12 2.32
C -2.15 1.92 2.71
N -1.44 1.41 1.70
H 1.65 5.45 -0.89
H 0.37 4.62 -1.80
H 1.95 4.88 -2.54
H 1.44 3.11 -0.09
H 3.01 3.41 -0.82
H 3.30 2.95 -3.26
H 3.26 1.08 -4.86
H 1.74 -0.83 -4.47
H -0.68 -0.98 -1.63
H 0.42 -2.08 -2.42
H -1.53 -0.30 -3.96
H -1.84 -1.99 -3.52
H -0.52 -1.58 -4.63
H -0.95 2.76 -1.35
H -2.65 4.17 0.36
H -3.37 3.75 2.94
H -2.22 1.41 3.66
O 1.57 0.18 7.30
C 1.23 0.02 6.15
C 0.03 -0.77 5.68
O -0.76 -1.38 6.38
C 0.00 -0.62 4.22
C 1.09 0.17 3.80
O 1.27 0.48 2.56
C 1.92 0.57 4.92
O 2.95 1.21 4.90
O -0.85 -1.11 3.41
I 5.44 -1.24 -2.51
C 4.06 -0.84 -1.02
C 4.00 0.31 -0.25
N 2.94 0.15 0.55
N 2.31 -1.02 0.36
C 2.99 -1.64 -0.60
H 4.63 1.18 -0.23
H 2.60 0.70 1.35
H 2.70 -2.62 -0.93

---

No. 3
# C11H23ClIO8PS2

A 2-piece molecular cluster, C11H23ClIO8PS2 overall (ωB97M-V/def2-TZVPD, the Open Molecules 2025 dataset).

Summary:
**E_tot**: -2930.52668 Eh
**Structure (SMILES)**: CCOP(=O)(CC[C@@](S)(Cl)OC(=O)I)OCC.CCOS(C)(=O)=O

Geometry (Å):
C 2.73 2.14 0.32
C 1.31 1.85 -0.19
O 1.29 1.16 -1.45
P 1.22 -0.42 -1.40
O 1.08 -1.03 -2.70
C 2.76 -0.99 -0.66
C 3.09 -2.43 -1.01
C 4.23 -2.94 -0.16
S 4.58 -4.70 -0.51
Cl 5.69 -2.02 -0.59
O 3.85 -2.78 1.20
C 4.85 -2.56 2.11
O 5.79 -3.27 2.34
I 4.51 -0.75 3.20
O -0.04 -0.72 -0.47
C -0.19 -2.09 -0.08
C -1.56 -2.24 0.56
H 2.77 3.14 0.71
H 2.97 1.43 1.10
H 3.45 2.02 -0.46
H 0.75 1.34 0.58
H 0.82 2.79 -0.35
H 3.52 -0.36 -1.08
H 2.82 -0.83 0.41
H 3.45 -2.46 -2.02
H 2.25 -3.10 -0.93
H 3.58 -5.21 0.22
H -0.10 -2.73 -0.94
H 0.57 -2.35 0.65
H -1.99 -1.26 0.67
H -2.22 -2.82 -0.06
H -1.49 -2.70 1.52
C -4.13 1.98 -2.21
C -3.29 2.08 -0.95
O -3.90 2.91 0.06
S -5.09 2.29 0.90
C -5.13 3.51 2.16
O -4.65 1.04 1.45
O -6.29 2.35 0.14
H -5.05 1.43 -2.02
H -3.58 1.45 -2.99
H -4.40 2.97 -2.57
H -3.07 1.09 -0.54
H -2.33 2.55 -1.19
H -4.20 3.49 2.71
H -5.97 3.27 2.82
H -5.29 4.48 1.70

---

No. 4
# C3H8N2O2

A 2-piece molecular cluster, C3H8N2O2 overall (ωB97M-V/def2-TZVPD, the Open Molecules 2025 dataset).

Summary:
**E_tot**: -379.10868 Eh
**Relative energy (zero: lowest compared OMol25 entry of this formula, charge and spin)**: 20.3 kcal/mol
**Structure (SMILES)**: NC(=O)O.C=CN

Geometry (Å):
N 0.10 2.87 1.11
C -0.45 1.82 0.44
O -0.70 1.85 -0.75
O -0.71 0.79 1.23
H 0.31 2.86 2.09
H 0.09 3.75 0.66
H -0.89 -0.05 0.71
C 1.01 -1.47 -1.57
C 0.64 -1.83 -0.34
N -0.70 -1.68 0.10
H 2.00 -1.11 -1.80
H 0.27 -1.49 -2.37
H 1.35 -2.17 0.41
H -1.36 -1.72 -0.67
H -0.97 -2.42 0.74

---

No. 5
# C11H15N

A 2-piece molecular cluster, C11H15N overall (ωB97M-V/def2-TZVPD, the Open Molecules 2025 dataset).

Summary:
**E_tot**: -482.88074 Eh
**Relative energy (zero: lowest compared OMol25 entry of this formula, charge and spin)**: 21.6 kcal/mol
**Structure (SMILES)**: Cc1c[nH]c2ccccc12.CC

Geometry (Å):
C -0.99 0.88 -1.89
C -1.24 -0.11 -0.80
C -2.18 -1.12 -0.71
N -2.03 -1.86 0.44
C -0.88 -1.41 1.06
C -0.37 -1.93 2.25
C 0.75 -1.26 2.73
C 1.31 -0.19 2.04
C 0.80 0.26 0.86
C -0.39 -0.28 0.40
H -0.04 1.39 -1.65
H -1.76 1.64 -2.00
H -0.73 0.42 -2.84
H -2.94 -1.27 -1.47
H -2.48 -2.75 0.55
H -0.76 -2.67 2.90
H 1.17 -1.63 3.65
H 2.26 0.20 2.42
H 1.28 1.02 0.24
C 1.94 3.20 -1.77
C 2.22 2.09 -2.74
H 2.10 3.05 -0.67
H 2.30 4.15 -2.06
H 0.83 3.31 -1.62
H 1.71 2.10 -3.73
H 2.14 1.11 -2.33
H 3.22 2.16 -3.18

---

No. 6
# C2H6NO2

A 2-piece molecular cluster, C2H6NO2 overall (ωB97M-V/def2-TZVPD, the Open Molecules 2025 dataset).

Summary:
**Net charge**: -1
**E_tot**: -285.03794 Eh
**Relative energy (zero: lowest compared OMol25 entry of this formula, charge and spin)**: 45.9 kcal/mol

Geometry (Å):
C -1.25 0.67 -1.57
O 0.11 0.87 -1.37
H -1.75 0.86 -0.61
H -1.39 -0.43 -1.74
H -1.60 1.29 -2.39
C 1.28 -0.63 1.95
N 0.61 -0.68 0.79
O 1.78 -1.39 2.80
H 1.82 0.38 1.89
H 0.56 0.39 -0.62
H -0.17 -1.34 0.87

---

No. 7
# C4H10N2

A 2-piece molecular cluster, C4H10N2 overall (ωB97M-V/def2-TZVPD, the Open Molecules 2025 dataset).

Summary:
**E_tot**: -267.83302 Eh
**Relative energy (zero: lowest compared OMol25 entry of this formula, charge and spin)**: 57.9 kcal/mol
**Structure (SMILES)**: C=NC.C=NC

Geometry (Å):
C -2.47 -0.57 1.62
N -2.42 0.56 1.07
C -2.27 0.47 -0.40
H -2.66 -0.64 2.69
H -2.36 -1.50 1.06
H -2.23 1.48 -0.80
H -3.08 -0.12 -0.83
H -1.32 0.04 -0.72
C 1.33 -0.46 0.16
N 2.52 -0.10 0.32
C 3.18 0.49 -0.84
H 0.85 -0.97 0.99
H 0.84 -0.59 -0.81
H 3.05 -0.10 -1.76
H 4.25 0.56 -0.67
H 2.77 1.47 -1.08

---

No. 8
# C19H60N12O11

A 11-piece molecular cluster, C19H60N12O11 overall (ωB97M-V/def2-TZVPD, the Open Molecules 2025 dataset).

Summary:
**E_tot**: -2244.46982 Eh
**Relative energy (zero: lowest compared OMol25 entry of this formula, charge and spin)**: 10.0 kcal/mol
**Structure (SMILES)**: NC(N)=O.NC(N)=O.NC(N)=O.NC(N)=O.NC(N)=O.NC(N)=O.CC(C)O.CC(C)O.CC(C)O.CC(C)O.CO

Geometry (Å):
N -22.19 -4.29 -26.35
C -23.11 -3.70 -27.02
N -24.30 -4.13 -26.74
O -22.81 -2.60 -27.86
H -21.20 -4.00 -26.52
H -22.28 -4.78 -25.46
H -25.05 -3.69 -27.30
H -24.43 -5.06 -26.29
N -24.70 -2.92 -24.38
C -23.80 -3.22 -23.50
N -24.00 -2.67 -22.33
O -22.79 -4.18 -23.66
H -24.54 -3.37 -25.33
H -25.10 -2.03 -24.39
H -23.25 -2.82 -21.65
H -24.90 -2.43 -21.90
N -20.55 -2.75 -23.26
C -20.57 -2.63 -21.98
N -19.60 -1.86 -21.57
O -21.53 -3.19 -21.09
H -21.28 -3.41 -23.47
H -20.45 -1.95 -23.89
H -19.36 -1.69 -20.54
H -18.81 -1.57 -22.22
N -25.01 0.84 -21.17
C -25.51 2.05 -21.23
N -25.17 2.66 -22.34
O -26.17 2.62 -20.20
H -25.63 0.23 -20.71
H -24.37 0.44 -21.89
H -25.30 3.67 -22.40
H -24.45 2.29 -23.05
N -23.26 -0.03 -22.83
C -23.74 0.46 -23.95
N -23.45 1.71 -24.17
O -24.71 -0.18 -24.66
H -23.48 -1.06 -22.73
H -22.38 0.30 -22.34
H -23.75 2.12 -25.06
H -22.63 2.24 -23.84
N -27.06 -3.55 -23.13
C -27.31 -2.81 -22.06
N -28.51 -3.03 -21.55
O -26.44 -2.00 -21.48
H -26.08 -3.44 -23.54
H -27.77 -3.97 -23.65
H -28.69 -2.63 -20.61
H -29.11 -3.85 -21.68
C -21.84 -1.56 -18.50
C -22.92 -0.90 -19.33
C -24.24 -1.56 -18.98
O -23.15 0.35 -19.19
H -20.86 -1.07 -18.80
H -21.86 -2.62 -18.62
H -21.91 -1.40 -17.44
H -22.66 -0.93 -20.38
H -24.46 -1.47 -17.89
H -24.10 -2.59 -19.12
H -25.11 -1.22 -19.53
H -23.65 0.67 -19.93
C -22.03 -7.00 -19.75
C -22.81 -5.74 -19.37
C -23.89 -5.38 -20.30
O -23.21 -5.84 -18.17
H -21.32 -6.90 -20.53
H -22.78 -7.76 -19.99
H -21.49 -7.35 -18.85
H -22.17 -4.90 -19.44
H -24.21 -4.33 -20.13
H -24.71 -6.03 -20.20
H -23.54 -5.45 -21.30
H -23.75 -6.62 -18.09
C -24.62 -6.54 -23.60
C -24.96 -7.09 -24.97
C -26.34 -6.68 -25.40
O -24.19 -6.59 -25.84
H -25.25 -5.62 -23.43
H -23.60 -6.32 -23.61
H -24.67 -7.30 -22.84
H -24.84 -8.20 -24.97
H -27.01 -7.04 -24.62
H -26.65 -7.15 -26.26
H -26.40 -5.64 -25.45
H -23.40 -7.09 -25.67
C -28.53 0.58 -22.47
C -27.46 0.53 -23.63
C -28.00 -0.14 -24.84
O -27.05 1.65 -23.98
H -28.32 1.17 -21.57
H -28.82 -0.40 -22.06
H -29.46 1.04 -22.79
H -26.61 -0.03 -23.23
H -28.98 0.25 -25.11
H -28.23 -1.18 -24.48
H -27.29 -0.29 -25.63
H -26.42 1.95 -23.32
C -20.76 -6.18 -23.95
O -21.48 -6.90 -24.89
H -21.29 -6.11 -23.03
H -20.51 -5.14 -24.37
H -19.86 -6.70 -23.81
H -20.80 -7.22 -25.50

---

No. 9
# C2H6N2O2S

One molecule with the formula C2H6N2O2S (ωB97M-V/def2-TZVPD, the Open Molecules 2025 dataset).

Summary:
**E_tot**: -737.83431 Eh
**Relative energy (zero: lowest compared OMol25 entry of this formula, charge and spin)**: 105.9 kcal/mol
**Structure (SMILES)**: CONC(=S)NO

Geometry (Å):
C 1.49 -1.24 1.41
O 1.69 -0.72 0.02
N 0.89 0.41 -0.14
C -0.46 0.47 -0.14
S -1.32 1.78 0.41
N -0.97 -0.81 -0.43
O -0.35 -1.31 -1.69
H 2.01 -0.58 2.18
H 0.47 -1.27 1.66
H 2.13 -2.05 1.43
H 1.47 1.15 0.10
H -1.90 -0.61 -0.75
H 0.55 -1.47 -1.37

---

No. 10
# C2H15N2O3

A 4-piece molecular cluster, C2H15N2O3 overall (ωB97M-V/def2-TZVPD, the Open Molecules 2025 dataset).

Summary:
**Net charge**: +1
**E_tot**: -420.13281 Eh
**Relative energy (zero: lowest compared OMol25 entry of this formula, charge and spin)**: 50.5 kcal/mol

Geometry (Å):
C -0.17 2.45 -0.27
N 0.80 1.82 -1.17
C -0.47 1.45 0.98
N -0.74 0.08 0.46
H -1.10 2.56 -0.89
H 0.15 3.37 0.10
H 0.66 2.14 -2.15
H 1.77 1.76 -0.80
H -1.29 1.97 1.63
H 0.40 1.39 1.70
H -1.11 -0.45 1.20
H -1.60 0.04 -0.22
H 0.10 -0.43 -0.12
H 0.28 -1.57 -2.39
H 0.52 -0.04 -2.40
O 0.15 -0.77 -2.00
H -1.89 -2.69 1.59
H -1.58 -1.73 2.90
O -1.96 -1.81 1.97
H 2.96 -2.49 -0.56
H 2.28 -1.94 0.85
O 2.17 -2.25 0.07

---

No. 11
# CH5N3O3

A 2-piece molecular cluster, CH5N3O3 overall (ωB97M-V/def2-TZVPD, the Open Molecules 2025 dataset).

Summary:
**E_tot**: -430.87464 Eh
**Relative energy (zero: lowest compared OMol25 entry of this formula, charge and spin)**: 93.1 kcal/mol
**Structure (SMILES)**: [H]/N=N\OC.O=NO

Geometry (Å):
H -0.92 2.61 0.29
N -0.10 1.96 0.14
N -0.28 0.75 0.11
O -1.55 0.33 -0.19
C -1.53 -1.02 -0.16
H -1.40 -1.42 0.92
H -0.69 -1.47 -0.57
H -2.52 -1.40 -0.56
O 2.87 -1.50 0.14
N 2.03 -0.63 0.34
O 2.40 0.57 -0.19
H 1.68 1.22 -0.27

---

No. 12
# C5H11N

One molecule with the formula C5H11N (ωB97M-V/def2-TZVPD, the Open Molecules 2025 dataset).

Summary:
**E_tot**: -251.80605 Eh
**Relative energy (zero: lowest compared OMol25 entry of this formula, charge and spin)**: 35.4 kcal/mol
**Structure (SMILES)**: CN1CC1(C)C

Geometry (Å):
C 2.00 0.24 -0.77
N 0.97 -0.26 0.11
C 0.41 0.29 1.30
C -0.47 -0.13 0.17
C -1.30 0.98 -0.46
C -1.13 -1.50 0.15
H 2.46 -0.62 -1.28
H 1.67 0.95 -1.55
H 2.79 0.71 -0.18
H 0.46 1.37 1.48
H 0.51 -0.31 2.21
H -2.31 0.92 -0.01
H -1.42 0.89 -1.54
H -0.91 1.98 -0.23
H -2.09 -1.52 0.67
H -1.30 -1.80 -0.90
H -0.44 -2.22 0.60

---

No. 13
# C11H18N3OPtSSe2SiTe2

C11H18N3OPtSSe2SiTe2 as an isolated structure (ωB97M-V/def2-TZVPD, the Open Molecules 2025 dataset).

Summary:
**Net charge**: -1
**E_tot**: -6815.48460 Eh
**Relative energy (zero: lowest compared OMol25 entry of this formula, charge and spin)**: 39.4 kcal/mol

Geometry (Å):
Pt -0.68 0.76 1.22
Se -2.67 1.82 0.42
Te -1.71 3.19 -1.43
Te 0.40 4.19 0.00
Se 1.49 2.02 0.49
C -2.46 -3.08 -2.90
Si -1.29 -1.63 -3.10
C 0.35 -2.26 -3.75
C -2.02 -0.42 -4.33
C -1.03 -0.79 -1.52
C -0.89 -0.17 -0.48
H -2.63 -3.59 -3.85
H -3.42 -2.75 -2.51
H -2.05 -3.81 -2.20
H 0.24 -2.72 -4.74
H 0.77 -3.01 -3.08
H 1.07 -1.45 -3.84
H -2.18 -0.88 -5.31
H -1.36 0.43 -4.45
H -2.97 -0.05 -3.96
C 3.56 -2.23 1.34
C 2.26 -1.53 0.98
N 1.99 -1.45 -0.34
O 1.54 -1.09 1.86
H 4.25 -2.28 0.50
H 3.33 -3.24 1.67
H 4.02 -1.70 2.17
H 2.62 -1.81 -1.03
H 1.10 -1.05 -0.65
S -1.96 0.33 3.25
C -0.85 1.56 3.56
N -1.26 2.90 3.43
C -0.40 3.92 3.66
C 0.79 3.69 4.25
C 1.07 2.32 4.60
N 0.31 1.33 4.30
H -2.05 3.05 2.81
H -0.74 4.90 3.36
H 1.50 4.48 4.46
H 1.97 2.09 5.15

---

No. 14
# C28H30Br2CoN8O4

C28H30Br2CoN8O4 as an isolated structure (ωB97M-V/def2-TZVPD, the Open Molecules 2025 dataset).

Summary:
**Net charge**: +3
**E_tot**: -8353.96858 Eh
**Multiplicity**: 5

Geometry (Å):
Co 0.11 0.03 0.12
C 2.97 1.94 0.61
C 2.86 0.78 1.57
C 3.85 0.58 2.55
C 3.72 -0.44 3.46
C 2.60 -1.28 3.39
C 2.32 -2.36 4.30
Br 3.49 -2.74 5.67
C 1.17 -3.15 4.18
C 0.28 -2.92 3.16
Br -1.25 -3.98 3.00
C 0.50 -1.88 2.20
O -0.27 -1.66 1.23
C 1.68 -1.03 2.37
N 1.81 -0.03 1.48
H 3.37 2.81 1.12
H 2.00 2.19 0.19
H 3.66 1.69 -0.20
H 4.70 1.25 2.59
H 4.47 -0.59 4.22
H 0.99 -3.95 4.89
O 1.51 3.85 -6.34
N 0.59 3.69 -5.58
O -0.51 4.20 -5.67
C 0.79 2.72 -4.46
C 1.86 1.91 -4.58
C 2.14 0.91 -3.59
C 3.24 0.04 -3.67
C 3.43 -0.89 -2.68
C 2.54 -0.93 -1.61
N 1.49 -0.12 -1.51
C 1.29 0.80 -2.49
C 0.16 1.68 -2.35
N -0.59 1.53 -1.24
C -1.64 2.32 -1.05
C -1.99 3.31 -1.97
C -1.23 3.49 -3.10
C -0.11 2.65 -3.33
H 2.51 2.02 -5.43
H 3.91 0.11 -4.52
H 4.27 -1.58 -2.71
H 2.68 -1.64 -0.80
H -2.19 2.18 -0.13
H -2.84 3.95 -1.77
H -1.48 4.26 -3.80
C -3.12 2.14 4.27
N -2.06 2.07 3.27
C -1.84 1.05 2.44
N -2.65 -0.03 2.52
O -0.92 1.13 1.57
H -3.02 3.08 4.80
H -3.04 1.34 5.00
H -4.11 2.12 3.80
H -1.48 2.88 3.11
H -3.30 -0.12 3.29
H -2.34 -0.87 2.07
N -3.10 -3.68 -2.16
C -3.55 -2.24 -2.24
C -2.73 -1.40 -1.27
N -1.28 -1.51 -1.49
C -0.86 -2.91 -1.45
C -1.62 -3.80 -2.43
H -3.63 -4.26 -2.81
H -3.30 -4.05 -1.23
H -4.62 -2.20 -2.01
H -3.41 -1.93 -3.27
H -2.94 -1.71 -0.25
H -3.05 -0.36 -1.37
H -1.04 -1.11 -2.39
H -1.00 -3.28 -0.43
H 0.20 -2.99 -1.68
H -1.33 -4.85 -2.33
H -1.46 -3.49 -3.46